# 1
Cs2F12KN6NaO24S12 | ωB97M-V/def2-TZVPD

The HOMO-LUMO gap is 6.80 eV. As for the HOMO energy: -0.1997 Eh.

ORCA input file:
```
! wB97M-V def2-TZVPD RIJCOSX def2/J DEFGRID3
* xyz -2 1
Na 11.0385 6.2858 7.2422
K 9.6041 2.4415 4.7003
Cs 16.5961 3.2133 5.9229
Cs 11.1995 4.3878 11.1400
N 12.4564 4.6697 8.0722
S 13.9534 4.7552 8.8355
O 15.1512 4.6705 8.0363
O 13.9879 4.1887 10.1481
F 13.8897 6.3323 9.0456
S 12.5753 3.1320 7.8105
O 11.9033 2.3290 8.7794
O 13.6879 2.6726 7.0184
F 11.4309 3.1243 6.6230
N 10.6037 8.8979 6.4575
S 12.2247 9.1641 6.0509
O 12.6872 10.4941 6.3297
O 12.7761 8.3727 4.9771
F 12.7933 8.2937 7.3092
S 9.9814 9.4521 5.1424
O 10.0706 8.6357 3.9589
O 10.1179 10.8525 4.9766
F 8.4380 9.3162 5.6366
N 7.3442 0.3711 8.5701
S 8.6712 1.1763 8.5074
O 8.9722 2.0166 9.6439
O 9.1232 1.6393 7.2189
F 9.5839 -0.1033 8.7598
S 6.2710 1.6545 8.6204
O 6.5871 2.7542 7.7493
O 5.6854 1.9199 9.8928
F 5.0799 0.9781 7.7994
N 15.6972 5.9099 13.6172
S 15.4877 6.4996 15.0305
O 14.1976 6.7438 15.6499
O 16.5831 7.3154 15.4729
F 15.8372 5.0833 15.7830
S 14.5680 6.7943 12.8038
O 14.4913 8.2084 13.1248
O 13.3045 6.1286 12.6521
F 15.2525 6.7394 11.3861
N 15.9395 -0.7053 11.5226
S 15.7976 -0.3236 13.0426
O 14.5695 -0.6104 13.7282
O 16.4870 0.8959 13.4285
F 16.8136 -1.4531 13.5806
S 15.2769 0.7209 10.8681
O 16.0976 1.2364 9.8163
O 14.5000 1.6800 11.6420
F 14.0737 0.0908 10.0020
N 10.6230 0.0842 3.7292
S 9.6591 -1.0175 3.3033
O 8.4504 -1.1860 4.0726
O 10.1353 -2.2018 2.6151
F 9.0262 -0.1976 2.0375
S 11.3254 -0.8330 5.0220
O 12.4421 -1.6572 4.6397
O 10.4631 -1.1779 6.0975
F 12.0625 0.4768 5.5884
*
```

***

# 2
C20H42IN5O2PS | ωB97M-V/def2-TZVPD

The HOMO-LUMO gap is 7.14 eV. As for the HOMO energy: -0.3946 Eh.

ORCA input file:
```
! wB97M-V def2-TZVPD RIJCOSX def2/J DEFGRID3
* xyz 1 1
C -2.2363 5.1685 0.6767
C -0.9051 4.4679 0.1778
O -0.2672 3.6410 1.1926
C -1.1034 2.4723 1.3395
C -0.2608 1.0948 1.3287
C -0.4178 0.5111 -0.1632
N 0.1368 1.5426 -1.0632
C 0.4966 1.1166 -2.3641
N 0.3448 2.0313 -3.3407
P 0.6543 1.7639 -5.0567
S -0.9649 1.2175 -5.9617
N 0.9249 -0.1919 -2.6587
C 1.3192 -1.0073 -1.4910
C 2.8136 -0.8386 -1.0086
I 3.3330 0.9680 0.0587
C 3.8334 -0.9163 -2.2602
C 5.3280 -1.2142 -1.8258
C 0.1854 -0.9454 -0.3417
C 0.7948 -1.5908 0.9744
C -0.2595 -2.1839 2.0087
C -0.3569 -3.7977 1.9542
C -1.8835 -4.2239 2.1272
C -2.3087 -5.4292 1.1589
N -3.6046 -5.1639 0.4856
C -0.9176 -2.0080 -0.8630
O -2.2217 -1.8186 -0.3263
C -3.1925 -1.4361 -1.3175
H -2.8403 4.5551 1.4100
H -1.9442 6.1324 1.1990
H -2.9386 5.4602 -0.1699
H -1.1236 3.8955 -0.7741
H -0.1688 5.2856 -0.1091
H -1.9573 2.4358 0.5935
H -1.6032 2.5267 2.3633
H 0.8111 1.2633 1.6203
H -0.7646 0.4527 2.1006
H -1.5452 0.5486 -0.3288
H 0.7642 2.2208 -0.6298
H 0.0139 2.9700 -3.0758
H 1.7796 0.8985 -5.2363
H 1.0597 3.0451 -5.5840
H 1.5537 -0.2682 -3.4578
H 1.2700 -2.0908 -1.8553
H 3.1513 -1.7066 -0.3575
H 3.4535 -1.7300 -2.9663
H 3.7743 0.0558 -2.8312
H 5.8585 -0.2223 -1.6985
H 5.4365 -1.8866 -0.9314
H 5.8577 -1.7242 -2.6945
H 1.4110 -2.4883 0.6292
H 1.5084 -0.9346 1.5455
H -1.2755 -1.6929 1.9844
H 0.1552 -1.9621 3.0476
H 0.1211 -4.2281 1.0280
H 0.2063 -4.2027 2.8560
H -2.6095 -3.3721 1.9738
H -2.0073 -4.5630 3.2084
H -1.4926 -5.5254 0.3828
H -2.4036 -6.3570 1.8000
H -3.4730 -4.7525 -0.4386
H -4.2259 -4.5907 1.0569
H -0.9745 -1.8795 -1.9959
H -0.5624 -3.0645 -0.6556
H -4.1087 -1.0833 -0.7419
H -2.7876 -0.5865 -1.9386
H -3.5505 -2.3192 -1.9342
C 1.0840 4.9306 4.2450
C 1.2819 4.2779 5.5709
N 1.4367 3.7689 6.6028
H 1.9305 5.5801 4.0214
H 1.0018 4.1712 3.4669
H 0.1714 5.5268 4.2579
*
```

***

# 3
C3H6FNO | ωB97M-V/def2-TZVPD

The energy above the lowest of the compared OMol25 structures with the same formula, charge and spin is 35.0 kcal per mole. The HOMO-LUMO gap is 10.41 eV. The SMILES is C[C@@](N)(F)C=O. As for the HOMO energy: -0.3574 Eh.

ORCA input file:
```
! wB97M-V def2-TZVPD RIJCOSX def2/J DEFGRID3
* xyz 0 1
C -0.6760 0.9877 0.0847
C -0.0311 -0.2370 -0.6871
N 0.2447 -1.4166 0.1732
F -1.1251 -0.7500 -1.4252
C 1.1717 0.1859 -1.5717
O 1.2348 0.2527 -2.7707
H -1.0876 1.5004 -0.8047
H 0.0890 1.5684 0.6685
H -1.6282 0.6466 0.5400
H 0.1004 -2.1698 -0.4422
H 1.1177 -1.5329 0.6644
H 1.9532 0.4652 -0.8879
*
```

***

# 4
C17H29Cl2N2O4Y | ωB97M-V/def2-TZVPD

The HOMO-LUMO gap (spin up / spin down) is 5.78 / 5.78 eV. As for the HOMO energy (spin up / spin down): -0.2135 / -0.2135 Eh.

ORCA input file:
```
! wB97M-V def2-TZVPD RIJCOSX def2/J DEFGRID3
* xyz 0 1
O 0.3906 -2.6238 -0.2051
C 1.1109 -3.5236 -0.7987
C 0.8274 -4.9404 -0.3384
C 0.2518 -5.0191 0.9659
H 0.2582 -4.1066 1.6044
C -0.4931 -6.1312 1.3354
H -1.0456 -6.1674 2.2899
C -0.5647 -7.2873 0.5163
H -1.1087 -8.1851 0.8434
C 0.0785 -7.2506 -0.7411
H -0.0166 -8.1360 -1.3919
C 0.8055 -6.1101 -1.1503
H 1.3034 -6.0282 -2.1381
H 1.5603 -3.3197 -1.7860
C 3.6014 -2.9260 0.2550
C 2.7119 -2.3531 -0.7596
H 4.5439 -2.4233 0.4089
H 3.7473 -3.9849 -0.1061
H 3.1272 -2.9887 1.2516
C 2.6136 -1.1823 -1.3884
C 3.7791 -0.1768 -1.3033
H 1.7836 -0.8255 -2.0802
H 4.7505 -0.6643 -1.2326
H 3.7143 0.4778 -0.4218
H 3.8003 0.4937 -2.1774
Y -1.1668 -1.1311 -0.1721
Cl -0.8921 -1.4208 2.4879
Cl -2.1001 -2.5257 -2.2339
H -4.2328 -3.8031 2.3327
H -4.6560 -2.1461 4.0909
C -3.5288 -3.1083 1.8752
C -4.1572 -1.3569 3.5293
N -4.0569 -1.7360 2.1169
H -3.4110 -3.3033 0.7950
C -4.0725 -0.7415 1.2093
O -3.3616 -0.7534 0.1632
H -4.7310 -0.4299 3.5563
H -4.7169 0.1515 1.3913
H -2.5694 -3.2162 2.3954
H -3.1533 -1.1823 3.9351
H -0.9785 3.1953 -4.2710
H -2.9340 1.7704 -5.3637
C -0.5014 2.2538 -3.9559
C -2.2518 0.9313 -5.1276
N -1.4941 1.1820 -3.8977
H -0.0227 2.3763 -2.9805
C -1.8659 0.6204 -2.7516
O -1.1670 0.6210 -1.6948
H -2.8287 0.0132 -5.0249
H -2.8163 0.0706 -2.7674
H 0.2664 2.0095 -4.7136
H -1.5689 0.8387 -5.9851
O 0.2839 0.6923 0.6277
H 0.0750 0.7718 1.5681
H 0.1065 1.5570 0.1786
*
```

***

no.,M (g/mol),E (eV)
1,1408.7,-242552.5461
2,574.5,-61181.6458
3,91.1,-9462.2764
4,485.2,-55360.2485